#A
{"formula": "C36H99N9O9", "method": "the ωB97M-V functional and the def2-TZVPD basis", "lumo_energy_ev": 0.377, "gap_ev": 8.6, "total_charge": 0, "smiles": "COC[C@H](C)N.COC[C@H](C)N.COC[C@H](C)N.COC[C@H](C)N.COC[C@H](C)N.COC[C@H](C)N.COC[C@H](C)N.COC[C@H](C)N.COC[C@H](C)N", "symbols": ["C", "O", "C", "C", "C", "N", "H", "H", "H", "H", "H", "H", "H", "H", "H", "H", "H", "C", "O", "C", "C", "C", "N", "H", "H", "H", "H", "H", "H", "H", "H", "H", "H", "H", "C", "O", "C", "C", "C", "N", "H", "H", "H", "H", "H", "H", "H", "H", "H", "H", "H", "C", "O", "C", "C", "C", "N", "H", "H", "H", "H", "H", "H", "H", "H", "H", "H", "H", "C", "O", "C", "C", "C", "N", "H", "H", "H", "H", "H", "H", "H", "H", "H", "H", "H", "C", "O", "C", "C", "C", "N", "H", "H", "H", "H", "H", "H", "H", "H", "H", "H", "H", "C", "O", "C", "C", "C", "N", "H", "H", "H", "H", "H", "H", "H", "H", "H", "H", "H", "C", "O", "C", "C", "C", "N", "H", "H", "H", "H", "H", "H", "H", "H", "H", "H", "H", "C", "O", "C", "C", "C", "N", "H", "H", "H", "H", "H", "H", "H", "H", "H", "H", "H"], "coordinates": [[-1.311, -0.860, 1.811], [-1.339, -0.649, 0.416], [-0.387, -1.428, -0.256], [-0.246, -0.963, -1.714], [0.248, 0.473, -1.754], [-1.586, -0.971, -2.347], [-1.392, -1.918, 2.088], [-2.194, -0.379, 2.230], [-0.399, -0.435, 2.240], [0.602, -1.370, 0.222], [-0.655, -2.495, -0.244], [0.443, -1.602, -2.271], [1.242, 0.644, -1.331], [-0.398, 1.138, -1.177], [0.300, 0.843, -2.776], [-1.819, -1.940, -2.571], [-2.194, -0.931, -1.522], [1.154, -5.459, -0.769], [0.597, -5.859, 0.439], [1.175, -5.271, 1.597], [0.525, -5.813, 2.862], [0.584, -4.704, 3.896], [1.129, -7.021, 3.364], [2.136, -5.936, -0.919], [1.319, -4.418, -1.074], [0.565, -5.901, -1.575], [2.258, -5.444, 1.614], [1.000, -4.195, 1.513], [-0.527, -6.027, 2.617], [0.071, -4.948, 4.830], [0.049, -3.841, 3.488], [1.571, -4.343, 4.192], [0.571, -7.384, 4.132], [1.086, -7.793, 2.703], [3.074, -0.419, 2.356], [2.762, -0.495, 3.734], [3.491, -1.515, 4.400], [4.819, -0.941, 4.914], [5.684, -1.964, 5.648], [4.599, 0.186, 5.837], [2.376, 0.216, 1.818], [3.032, -1.413, 1.891], [4.114, -0.121, 2.195], [2.815, -1.901, 5.164], [3.782, -2.346, 3.745], [5.391, -0.602, 4.044], [6.045, -2.737, 4.966], [5.154, -2.415, 6.489], [6.580, -1.475, 6.032], [4.627, -0.158, 6.790], [3.652, 0.531, 5.702], [-2.615, 2.456, -6.593], [-1.710, 3.161, -5.769], [-0.360, 3.061, -6.172], [0.595, 3.567, -5.140], [0.579, 5.091, -4.949], [1.984, 3.164, -5.333], [-2.661, 2.944, -7.569], [-3.633, 2.403, -6.201], [-2.333, 1.400, -6.504], [-0.141, 1.999, -6.353], [-0.237, 3.577, -7.135], [0.287, 3.181, -4.163], [-0.452, 5.417, -4.778], [0.913, 5.676, -5.813], [1.221, 5.443, -4.143], [2.555, 3.477, -6.103], [2.053, 2.140, -5.252], [3.889, 1.876, -1.279], [3.694, 0.731, -2.065], [4.361, 0.786, -3.303], [3.635, -0.057, -4.350], [4.278, -0.083, -5.719], [2.223, 0.376, -4.435], [4.951, 2.116, -1.116], [3.480, 1.696, -0.289], [3.521, 2.779, -1.778], [4.363, 1.804, -3.716], [5.407, 0.511, -3.135], [3.557, -1.088, -3.977], [5.259, -0.558, -5.725], [4.289, 0.873, -6.244], [3.678, -0.750, -6.347], [1.711, -0.398, -4.857], [1.857, 0.369, -3.486], [2.521, 5.362, 4.398], [1.430, 5.680, 3.568], [1.355, 4.883, 2.407], [0.597, 3.548, 2.653], [0.611, 2.695, 1.376], [-0.788, 3.904, 2.948], [2.739, 6.262, 4.983], [3.451, 5.189, 3.851], [2.321, 4.585, 5.139], [0.793, 5.440, 1.658], [2.335, 4.690, 1.950], [0.999, 3.099, 3.560], [0.263, 3.208, 0.479], [-0.006, 1.817, 1.563], [1.618, 2.363, 1.116], [-0.820, 4.524, 3.749], [-1.317, 4.366, 2.221], [-0.202, -0.273, 5.904], [-0.221, 0.754, 6.866], [0.475, 1.881, 6.436], [0.545, 3.046, 7.417], [1.537, 2.863, 8.567], [-0.730, 3.483, 7.939], [0.732, -0.845, 6.014], [-0.264, 0.092, 4.877], [-0.973, -0.986, 6.202], [1.513, 1.606, 6.159], [0.229, 2.285, 5.440], [1.070, 3.873, 6.922], [1.394, 1.882, 9.031], [1.429, 3.634, 9.327], [2.562, 2.946, 8.199], [-1.421, 3.553, 7.200], [-1.122, 2.866, 8.639], [-6.990, 3.160, -2.694], [-5.933, 2.941, -1.797], [-4.702, 2.697, -2.466], [-4.633, 1.334, -3.168], [-4.992, 0.175, -2.239], [-3.283, 1.185, -3.703], [-6.888, 4.019, -3.369], [-7.877, 3.421, -2.111], [-7.197, 2.255, -3.271], [-4.415, 3.581, -3.050], [-3.904, 2.723, -1.714], [-5.313, 1.313, -4.027], [-4.263, 0.119, -1.428], [-4.940, -0.741, -2.829], [-5.985, 0.324, -1.813], [-2.616, 1.900, -3.450], [-2.861, 0.292, -3.473], [-5.848, -3.324, -4.972], [-4.438, -3.519, -4.962], [-4.098, -4.851, -4.588], [-4.184, -5.026, -3.049], [-2.999, -4.468, -2.229], [-4.240, -6.461, -2.661], [-6.370, -3.934, -5.714], [-5.947, -2.259, -5.166], [-6.319, -3.566, -4.015], [-4.649, -5.600, -5.153], [-3.010, -4.893, -4.700], [-5.151, -4.642, -2.719], [-2.234, -5.237, -2.143], [-3.299, -4.161, -1.229], [-2.556, -3.598, -2.718], [-5.190, -6.813, -2.685], [-3.702, -6.994, -3.340]]}


#B
{"formula": "C36H99N9O9", "method": "the ωB97M-V functional and the def2-TZVPD basis", "lumo_energy_ev": 0.531, "gap_ev": 9.2, "total_charge": 0, "smiles": "COC[C@H](C)N.COC[C@H](C)N.COC[C@H](C)N.COC[C@H](C)N.COC[C@H](C)N.COC[C@H](C)N.COC[C@H](C)N.COC[C@H](C)N.COC[C@H](C)N", "symbols": ["C", "O", "C", "C", "C", "N", "H", "H", "H", "H", "H", "H", "H", "H", "H", "H", "H", "C", "O", "C", "C", "C", "N", "H", "H", "H", "H", "H", "H", "H", "H", "H", "H", "H", "C", "O", "C", "C", "C", "N", "H", "H", "H", "H", "H", "H", "H", "H", "H", "H", "H", "C", "O", "C", "C", "C", "N", "H", "H", "H", "H", "H", "H", "H", "H", "H", "H", "H", "C", "O", "C", "C", "C", "N", "H", "H", "H", "H", "H", "H", "H", "H", "H", "H", "H", "C", "O", "C", "C", "C", "N", "H", "H", "H", "H", "H", "H", "H", "H", "H", "H", "H", "C", "O", "C", "C", "C", "N", "H", "H", "H", "H", "H", "H", "H", "H", "H", "H", "H", "C", "O", "C", "C", "C", "N", "H", "H", "H", "H", "H", "H", "H", "H", "H", "H", "H", "C", "O", "C", "C", "C", "N", "H", "H", "H", "H", "H", "H", "H", "H", "H", "H", "H"], "coordinates": [[0.993, -1.628, 4.505], [0.725, -2.930, 4.012], [1.849, -3.783, 3.957], [1.481, -4.916, 2.990], [2.604, -5.968, 2.883], [1.053, -4.407, 1.686], [1.627, -1.072, 3.808], [1.415, -1.640, 5.514], [0.010, -1.155, 4.558], [2.777, -3.317, 3.604], [2.013, -4.237, 4.940], [0.668, -5.482, 3.464], [2.226, -6.811, 2.308], [2.815, -6.283, 3.905], [3.512, -5.552, 2.448], [0.207, -3.876, 1.847], [0.776, -5.215, 1.135], [2.502, 6.359, 0.099], [2.771, 5.837, -1.191], [4.169, 5.650, -1.369], [4.368, 5.236, -2.822], [3.793, 3.838, -3.079], [5.808, 5.101, -3.103], [2.957, 5.795, 0.921], [1.423, 6.413, 0.214], [2.902, 7.375, 0.207], [4.689, 6.582, -1.111], [4.559, 4.883, -0.691], [3.916, 5.944, -3.522], [2.717, 3.660, -3.100], [4.223, 3.089, -2.407], [4.128, 3.452, -4.050], [5.909, 4.988, -4.105], [6.297, 5.958, -2.860], [4.664, -0.300, 1.917], [5.069, -1.530, 1.381], [4.062, -2.168, 0.625], [4.559, -3.560, 0.209], [5.826, -3.515, -0.662], [3.514, -4.308, -0.487], [5.449, 0.145, 2.523], [3.797, -0.424, 2.581], [4.385, 0.376, 1.100], [3.126, -2.173, 1.201], [3.879, -1.592, -0.297], [4.851, -4.156, 1.078], [6.059, -4.524, -0.999], [6.662, -3.185, -0.043], [5.711, -2.889, -1.549], [3.128, -3.666, -1.184], [2.775, -4.522, 0.177], [-1.315, 2.682, -1.969], [-2.458, 3.485, -2.268], [-3.594, 3.016, -1.580], [-4.847, 3.723, -2.063], [-4.733, 5.196, -1.617], [-6.010, 3.111, -1.429], [-1.667, 1.649, -2.040], [-0.911, 2.957, -0.999], [-0.554, 2.851, -2.730], [-3.733, 1.943, -1.799], [-3.443, 3.127, -0.499], [-4.932, 3.640, -3.153], [-3.801, 5.606, -2.008], [-4.682, 5.266, -0.530], [-5.570, 5.816, -1.944], [-5.954, 2.108, -1.602], [-6.859, 3.449, -1.863], [-2.319, -0.859, -3.224], [-1.974, -2.182, -3.548], [-1.208, -2.784, -2.531], [-0.753, -4.183, -2.969], [0.105, -4.803, -1.853], [0.039, -4.082, -4.210], [-2.497, -0.710, -2.152], [-3.192, -0.507, -3.771], [-1.489, -0.179, -3.466], [-0.265, -2.233, -2.439], [-1.764, -2.930, -1.602], [-1.610, -4.855, -3.110], [0.935, -4.136, -1.637], [0.383, -5.814, -2.139], [-0.496, -4.847, -0.939], [-0.575, -3.512, -4.800], [0.025, -4.968, -4.709], [-0.976, 3.097, 2.718], [-2.069, 3.673, 3.403], [-3.327, 3.112, 3.145], [-4.367, 3.843, 3.969], [-4.050, 3.686, 5.482], [-5.706, 3.320, 3.624], [-0.397, 2.406, 3.337], [-0.346, 3.911, 2.366], [-1.235, 2.496, 1.843], [-3.583, 3.181, 2.075], [-3.372, 2.025, 3.321], [-4.440, 4.908, 3.748], [-3.505, 2.768, 5.699], [-4.989, 3.830, 6.015], [-3.378, 4.482, 5.814], [-5.824, 2.376, 3.976], [-6.358, 3.937, 4.092], [1.777, 2.366, -0.002], [0.573, 1.639, 0.133], [0.788, 0.284, 0.482], [-0.409, -0.644, 0.238], [-1.698, -0.042, 0.808], [-0.221, -1.928, 0.890], [1.630, 3.435, -0.138], [2.304, 2.033, -0.905], [2.414, 2.120, 0.855], [1.591, -0.127, -0.152], [1.214, 0.254, 1.494], [-0.495, -0.855, -0.824], [-1.655, 0.088, 1.895], [-2.591, -0.644, 0.637], [-1.868, 0.968, 0.429], [0.609, -2.390, 0.525], [-0.075, -1.869, 1.894], [6.276, -2.539, -4.884], [4.872, -2.639, -4.727], [4.307, -1.395, -4.337], [2.824, -1.582, -4.081], [2.103, -0.367, -3.567], [2.664, -2.673, -3.098], [6.632, -1.639, -5.392], [6.524, -3.395, -5.513], [6.781, -2.638, -3.920], [4.830, -1.002, -3.455], [4.502, -0.659, -5.127], [2.342, -1.855, -5.031], [1.019, -0.495, -3.557], [2.325, 0.514, -4.178], [2.391, -0.148, -2.534], [3.227, -3.448, -3.452], [1.706, -3.008, -3.195], [-5.137, 0.586, 1.246], [-6.013, -0.433, 0.834], [-6.859, -0.928, 1.849], [-6.130, -1.331, 3.120], [-5.182, -2.508, 2.966], [-7.127, -1.577, 4.171], [-4.571, 1.064, 0.452], [-4.390, 0.262, 1.981], [-5.719, 1.341, 1.787], [-7.613, -0.176, 2.104], [-7.361, -1.792, 1.412], [-5.575, -0.475, 3.515], [-4.675, -2.680, 3.919], [-4.412, -2.334, 2.210], [-5.694, -3.441, 2.719], [-7.807, -2.291, 3.913], [-6.699, -1.997, 4.990]]}


Stability check: which of them is most stable? #B.


#A
{"formula": "C3H6N4O", "method": "the ωB97M-V functional and the def2-TZVPD basis", "lumo_energy_ev": -0.220, "gap_ev": 7.6, "total_charge": 0, "symbols": ["C", "C", "C", "H", "H", "H", "H", "H", "H", "N", "N", "N", "N", "O"], "coordinates": [[0.977, 0.327, 0.136], [-0.142, 1.039, -1.390], [-0.249, -0.298, 0.482], [2.210, 0.953, 1.606], [2.807, 0.561, -0.036], [-0.803, 1.490, -2.303], [-2.337, -1.291, -1.076], [-0.163, -2.243, 1.341], [-1.256, -0.894, 1.821], [2.193, 0.164, 0.749], [0.964, 1.189, -0.849], [-0.985, 0.313, -0.557], [-0.834, -1.429, 1.044], [-2.384, 0.120, -0.970]]}


#B
{"formula": "C3H6N4O", "method": "the ωB97M-V functional and the def2-TZVPD basis", "lumo_energy_ev": 0.242, "gap_ev": 10.2, "total_charge": 0, "smiles": "[H]/N=C(/N)N(C=O)/C=N/[H]", "symbols": ["H", "N", "C", "N", "N", "C", "O", "C", "N", "H", "H", "H", "H", "H"], "coordinates": [[1.851, 1.259, -0.801], [2.139, 0.310, -0.390], [1.138, -0.307, -0.007], [1.117, -1.614, 0.384], [-0.160, 0.418, 0.005], [-0.281, 1.799, 0.233], [0.557, 2.807, 0.220], [-1.310, -0.497, -0.049], [-2.479, -0.038, -0.039], [-3.084, -0.820, -0.514], [2.055, -2.066, -0.010], [0.836, -1.708, 1.270], [-1.326, 1.849, 0.172], [-1.054, -1.393, -0.475]]}


#C
{"formula": "C3H6N4O", "method": "the ωB97M-V functional and the def2-TZVPD basis", "lumo_energy_ev": 0.785, "gap_ev": 8.6, "total_charge": 0, "smiles": "CN/N=c1/cn[nH]o1", "symbols": ["C", "N", "N", "C", "C", "N", "N", "O", "H", "H", "H", "H", "H", "H"], "coordinates": [[-2.278, -0.864, 0.413], [-2.002, 0.390, -0.360], [-0.949, 1.206, -0.070], [0.137, 0.569, -0.051], [1.465, 0.977, 0.264], [2.361, 0.084, 0.123], [1.696, -1.065, -0.005], [0.286, -0.782, -0.314], [-1.930, -1.736, -0.159], [-1.782, -0.859, 1.426], [-3.336, -0.954, 0.515], [-2.775, 1.013, -0.489], [1.826, 1.989, 0.460], [2.021, -1.594, -0.805]]}


#D
{"formula": "C3H6N4O", "method": "the ωB97M-V functional and the def2-TZVPD basis", "lumo_energy_ev": 0.732, "gap_ev": 9.4, "total_charge": 0, "smiles": "[H]/N=C/[C@@H]1N=NCON1", "symbols": ["H", "N", "C", "C", "N", "N", "C", "O", "N", "H", "H", "H", "H", "H"], "coordinates": [[-3.399, 0.524, -0.613], [-2.734, 0.353, 0.164], [-1.605, 0.211, -0.317], [-0.511, -0.178, 0.671], [0.250, 1.155, 0.724], [1.316, 1.319, 0.184], [2.057, 0.203, -0.399], [1.755, -0.998, 0.248], [0.314, -1.282, 0.182], [-1.375, 0.301, -1.382], [-1.111, -0.157, 1.678], [1.856, 0.304, -1.572], [3.094, 0.430, -0.260], [0.094, -2.184, 0.692]]}


Stability check: which of them is most stable? #B.


#A
{"formula": "C3H6N4O", "method": "the ωB97M-V functional and the def2-TZVPD basis", "lumo_energy_ev": 0.831, "gap_ev": 9.4, "total_charge": 0, "smiles": "[H]/N=C1\\NOC=NN1C", "symbols": ["H", "N", "C", "N", "O", "C", "N", "N", "C", "H", "H", "H", "H", "H"], "coordinates": [[-0.491, -1.164, -2.499], [-0.278, -0.246, -2.090], [-0.279, -0.317, -0.833], [-0.399, -1.518, -0.110], [0.371, -1.549, 1.120], [0.746, -0.303, 1.624], [0.456, 0.813, 1.154], [-0.217, 0.839, -0.028], [-0.369, 2.201, -0.586], [0.065, -2.294, -0.627], [1.250, -0.412, 2.597], [0.341, 2.395, -1.385], [-0.277, 2.850, 0.294], [-1.394, 2.318, -1.048]]}


#B
{"formula": "C3H6N4O", "method": "the ωB97M-V functional and the def2-TZVPD basis", "lumo_energy_ev": 0.807, "gap_ev": 9.7, "total_charge": 0, "smiles": "[H]/N=C(\\N)N/N=C\\C=O", "symbols": ["H", "N", "C", "N", "N", "N", "C", "C", "O", "H", "H", "H", "H", "H"], "coordinates": [[-0.280, 2.288, -0.086], [0.053, 1.359, 0.071], [-0.871, 0.451, 0.220], [-2.232, 0.535, 0.069], [-0.499, -0.829, 0.670], [0.739, -1.307, 1.053], [1.738, -0.929, 0.379], [1.712, -0.197, -0.944], [1.063, -0.560, -1.863], [-2.699, -0.279, -0.225], [-2.606, 1.358, -0.353], [-1.241, -1.306, 1.207], [2.709, -1.256, 0.761], [2.413, 0.673, -0.959]]}


Stability check: which of them is most stable? #B.